{
  "formula": "C18H17F4",
  "method": "ωB97M-V/def2-TZVPD",
  "symbols": ["C", "C", "C", "C", "C", "H", "H", "H", "H", "H", "H", "H", "H", "H", "H", "F", "C", "C", "C", "F", "C", "C", "C", "C", "C", "C", "F", "C", "C", "F", "C", "C", "H", "H", "H", "H", "H", "H", "H"],
  "positions_angstrom": [[-1.262, -0.971, -1.888], [0.041, -0.434, -1.362], [1.202, -1.091, -1.674], [2.486, -0.329, -1.746], [1.172, -2.571, -1.948], [-2.046, -0.200, -1.922], [-1.176, -1.397, -2.916], [-1.616, -1.787, -1.237], [0.093, 0.636, -1.135], [3.338, -1.006, -1.865], [2.493, 0.387, -2.589], [2.639, 0.267, -0.830], [2.190, -2.968, -2.027], [0.665, -3.099, -1.122], [0.629, -2.827, -2.873], [3.056, 3.087, 1.365], [2.576, 1.814, 1.579], [3.445, 0.852, 2.085], [2.925, -0.432, 2.256], [3.765, -1.413, 2.739], [1.633, -0.770, 1.913], [0.772, 0.214, 1.337], [-0.465, -0.247, 0.743], [-1.726, 0.461, 0.832], [-2.915, -0.328, 0.921], [-4.131, 0.235, 0.610], [-5.257, -0.561, 0.602], [-4.276, 1.575, 0.243], [-3.127, 2.362, 0.311], [-3.224, 3.692, -0.040], [-1.877, 1.860, 0.660], [1.260, 1.535, 1.208], [4.461, 1.107, 2.375], [1.264, -1.789, 2.032], [-0.566, -1.337, 0.740], [-2.833, -1.388, 1.169], [-5.240, 2.003, -0.009], [-1.033, 2.540, 0.717], [0.667, 2.319, 0.744]],
  "forces_ev_per_angstrom": [[-0.6, -0.6, -0.2], [-1.0, 1.2, 0.1], [0.3, -0.2, 0.3], [0.3, -0.4, 0.2], [0.4, 0.1, 0.0], [0.3, -0.2, 0.1], [0.1, 0.4, 0.7], [-0.1, 0.1, -0.3], [0.2, -0.2, -1.0], [-0.1, 0.2, 0.0], [-0.2, -0.3, 0.3], [-0.2, -0.1, -0.2], [-0.3, 0.1, 0.0], [0.0, 0.2, -0.3], [0.1, 0.2, 0.3], [-0.6, -1.6, 0.3], [0.3, 0.8, -0.2], [-0.5, 0.1, 0.2], [0.9, -0.6, 0.4], [-1.1, 1.2, -0.5], [-0.7, 0.2, -0.6], [1.9, 0.2, 0.2], [0.1, -0.8, 1.0], [-1.4, 0.3, -0.5], [0.9, -0.2, -0.5], [-1.3, -0.3, 0.0], [1.5, 1.0, 0.1], [0.4, -0.2, 0.4], [0.1, 0.9, -0.3], [0.1, -1.7, 0.6], [-0.1, -0.2, -0.4], [0.1, -0.3, -0.1], [-0.2, -0.1, -0.1], [0.3, 0.2, 0.0], [-0.1, 0.4, 0.3], [-0.2, 0.3, -0.2], [0.1, -0.1, -0.1], [-0.5, -0.1, -0.2], [0.5, -0.2, 0.1]],
  "mulliken_charge": [-1.367, -0.105, 0.720, -1.067, -1.505, 0.283, 0.410, 0.346, 0.841, 0.395, 0.326, 0.148, 0.398, 0.338, 0.348, -0.311, 0.269, -0.753, 0.389, -0.304, -0.679, 0.864, -0.762, 0.653, -0.716, 0.376, -0.290, -0.618, 0.255, -0.291, -0.554, -0.584, 0.499, 0.508, 0.723, 0.506, 0.506, 0.372, 0.434],
  "charge": 1,
  "e_above_lowest_ev": 0.961,
  "fmax_ev_per_a": 1.954,
  "homo_lumo_gap_ev": 6.7,
  "homo_ha": -0.4728,
  "multiplicity": 1,
  "molar_mass_g_mol": 309.3
}